1.
The following is a quantum chemistry calculation of a molecular structure, C21H23AsCl2CoN2O2S3 at a distorted geometry, from OMol25.

Structure (XYZ):
```
55
Properties=species:S:1:pos:R:3:forces:R:3
As -2.15574 -0.11489 -1.04298 -1.15 1.12 -0.83
Co -0.57383 -1.52503 -0.00788 0.34 -1.22 0.45
Cl 2.12254 -4.30504 -2.66875 0.17 0.07 -0.28
Cl 1.55383 -8.44069 0.71884 0.06 -0.31 0.03
S 1.91482 1.13647 -0.67230 -0.01 0.22 1.15
S 0.46489 -0.30257 1.63990 0.49 0.54 0.40
S 3.51591 3.53251 -1.34687 -0.32 -0.50 0.08
O 0.38728 -2.94040 -0.81119 0.05 1.09 -0.66
O -1.32222 -2.85843 1.29622 -0.28 0.75 0.12
N 1.98178 1.83222 1.78737 0.74 1.33 1.46
N 2.71877 2.73807 1.14624 -0.39 -0.66 0.47
C -0.90461 -4.00198 1.51124 0.21 -0.92 0.05
C -3.01027 1.09787 0.28589 0.24 -0.19 0.04
C 0.00141 -4.75286 0.70228 0.28 0.64 -0.67
C -4.38986 1.66287 -0.03888 0.18 -0.19 -0.13
C -3.17110 -1.99009 -3.02546 0.16 0.15 0.18
C 0.58998 -4.14613 -0.46215 0.06 -1.33 0.48
C 3.19068 3.57806 3.34160 -0.07 -0.06 0.17
C 0.30408 -6.08285 1.04517 0.33 -0.35 -0.20
C 4.85625 5.54557 2.32828 -0.08 -0.11 0.07
C 1.44380 -4.98563 -1.25038 -0.33 0.10 0.43
C 4.20817 4.68540 1.46073 0.21 0.20 -0.39
C 4.68265 5.42862 3.69831 0.02 0.03 -0.07
C 1.46564 0.92345 1.04118 -0.76 -1.33 -2.22
C 3.37522 3.69066 1.96085 0.23 0.38 0.64
C -1.48175 1.11594 -2.45315 0.00 -0.21 0.16
C -3.65790 -1.04996 -1.92581 0.11 0.10 0.11
C -2.53873 2.00428 -3.09815 -0.02 -0.16 0.19
C 3.84625 4.44090 4.19622 -0.06 -0.06 0.00
C 2.79285 2.58044 -0.20167 0.18 0.09 -1.83
C 1.15939 -6.83082 0.26891 -0.47 0.57 0.29
C 1.71748 -6.28158 -0.89645 -0.12 0.25 0.12
H -2.84124 2.79669 -2.41787 -0.08 0.05 -0.01
H -4.18063 -1.61432 -1.14716 0.07 0.16 0.00
H -2.14116 2.47072 -3.99578 0.03 0.04 -0.08
H -0.99421 0.48768 -3.20565 -0.02 -0.01 0.16
H -5.10800 0.86754 -0.22674 -0.09 0.00 0.00
H -4.36702 2.31865 -0.90369 -0.06 0.03 -0.08
H 4.36726 4.79417 0.40026 0.02 0.05 0.28
H -3.99207 -2.59674 -3.40247 -0.03 0.00 -0.02
H -0.14773 -6.51912 1.92348 -0.01 -0.05 0.11
H -1.27452 -4.51638 2.41202 -0.06 0.08 -0.09
H -0.70515 1.73971 -1.99823 -0.04 -0.22 0.03
H 5.51000 6.30134 1.92286 0.03 0.08 -0.04
H 5.19683 6.10075 4.36933 0.02 0.02 0.05
H -2.39947 -2.66283 -2.64515 0.01 -0.04 -0.10
H -4.35059 -0.30666 -2.33136 0.08 -0.06 0.18
H 2.54073 2.81020 3.72919 0.05 0.04 0.07
H -4.74158 2.24434 0.81137 -0.06 0.01 0.03
H -2.29781 1.91590 0.45112 0.00 -0.22 -0.01
H -3.42086 1.43142 -3.37748 -0.07 0.06 -0.10
H -3.06322 0.52270 1.21796 0.12 0.08 -0.15
H 2.37101 -6.87768 -1.51380 0.06 -0.06 -0.05
H -2.75723 -1.42429 -3.85994 0.05 -0.07 -0.06
H 3.70897 4.33182 5.26054 -0.04 0.00 0.08
```
Positions in Å, forces in eV/Å.

## Properties
spin multiplicity: 5
calculated total energy: -6807.258295 hartree
gap between HOMO and LUMO (spin up / spin down): 7.09 / 3.88 eV
charge: +1

2.
The following is a quantum chemistry calculation of 3 unconnected molecules or ions with the total composition C4H13O4 at a distorted geometry, from OMol25.

Structure (XYZ):
```
21
Properties=species:S:1:pos:R:3:forces:R:3
O -2.02494 2.24151 -1.55761 -0.63 -0.51 -0.42
O -0.43440 -1.73372 -1.56705 0.43 -0.45 -0.60
O 1.27478 1.25307 0.24394 -1.15 -0.82 0.06
O 0.15890 0.68907 -1.99233 -0.15 -0.11 0.13
C 0.63829 -1.45404 0.65710 -1.05 -1.36 0.99
C -0.61642 -1.40956 -0.21705 -1.18 -1.05 -0.34
C 0.50408 0.96369 1.42849 1.41 1.35 0.01
C 0.52238 -0.50444 1.86131 0.89 -0.74 0.37
H 0.84117 0.87208 -0.63553 -0.21 0.61 0.76
H 0.84243 -2.49673 1.02704 -0.53 0.66 -0.16
H -1.12264 -0.45286 -0.18827 0.13 0.56 0.40
H 0.98402 0.90345 -2.41040 0.43 0.14 -0.66
H -1.17293 2.62551 -1.36315 0.48 0.06 0.17
H -0.57613 1.22623 1.43633 0.57 0.49 -0.70
H -0.36580 -0.74538 2.46311 -0.28 0.12 -0.46
H 1.30147 -0.76111 2.60008 0.32 0.39 -0.46
H 1.46993 -1.30158 0.01950 0.91 0.89 -0.48
H -1.39192 -2.14306 0.08939 0.43 0.24 0.59
H -0.18214 -0.86810 -2.00820 0.19 0.11 0.30
H 1.06738 1.67978 2.10883 -1.15 -1.13 0.15
H -1.71749 1.41619 -1.99555 0.12 0.54 0.35
```
Positions in Å, forces in eV/Å.

## Properties
calculated total energy: -461.180940 hartree
gap between HOMO and LUMO: 8.88 eV
energy above the lowest of the compared OMol25 structures with the same formula, charge and spin: 0.860 eV
charge: -1

3.
The following is a quantum chemistry calculation of 2 unconnected molecules or ions with the total composition C6H15O2 at a distorted geometry, from OMol25.

Structure (XYZ):
```
23
Properties=species:S:1:pos:R:3:forces:R:3
O -3.48477 0.37092 -1.93883 -1.11 -0.24 0.38
O 2.65012 2.33745 1.99707 1.91 1.16 0.38
C 1.52204 1.77227 1.83104 -1.61 -1.17 -2.25
C -0.23567 0.87207 -0.01731 0.43 0.39 1.71
C -0.41818 -0.56680 0.37701 0.63 -1.86 1.50
C 0.41537 -2.30416 -1.20835 -1.96 -1.36 0.92
C 0.70606 -1.59634 0.08598 0.62 2.46 -1.26
C 1.11837 1.53095 0.20248 -0.48 1.68 1.43
H 1.71259 -1.06205 0.02815 -1.24 -0.63 0.08
H -3.15497 0.91069 -1.22691 1.03 0.53 0.27
H 1.51501 0.68455 2.18255 -0.68 0.36 0.42
H -1.34621 -1.02466 0.01236 -0.07 0.36 -0.33
H -0.57618 0.99745 -1.00255 -0.60 0.43 -1.53
H 1.04542 2.57414 -0.23143 0.38 -1.02 0.29
H -0.60922 -2.84241 -1.13227 1.74 0.29 0.06
H -0.52004 -0.68167 1.45472 -0.17 0.67 0.32
H 1.95590 1.01017 -0.19340 0.77 -0.39 -0.64
H 0.61333 2.38166 2.18755 0.07 -0.73 0.17
H 0.25656 -1.71788 -2.07320 0.23 1.23 -0.78
H 1.22456 -2.96328 -1.38287 0.55 -1.21 -0.61
H -4.33964 0.15601 -1.52773 0.14 -0.30 -0.64
H 0.80038 -2.29322 0.88740 -0.06 -0.64 0.58
H -0.85082 1.45414 0.68855 -0.51 -0.01 -0.47
```
Positions in Å, forces in eV/Å.

## Properties
calculated total energy: -388.029766 hartree
gap between HOMO and LUMO: 5.12 eV
energy above the lowest of the compared OMol25 structures with the same formula, charge and spin: 1.818 eV
charge: -1

4.
The following is a quantum chemistry calculation of a molecular structure, C48H57BN11O4SW at a distorted geometry, from OMol25.

Structure (XYZ):
```
123
Properties=species:S:1:pos:R:3:forces:R:3
W 0.34569 -0.89874 0.11395 -1.53 -1.19 -2.97
S 2.38229 -0.34504 -3.01485 0.51 1.06 0.21
O 4.84989 1.85066 5.06905 -0.11 0.14 -0.02
O -0.79971 3.46076 5.63625 0.11 -0.16 0.30
O 2.01589 -0.35584 -1.54325 0.46 -0.11 0.02
O 0.71079 1.47096 -0.56845 -0.11 0.78 -0.03
N -0.25151 -3.57934 -1.46665 -0.12 -0.24 -0.10
N -0.05911 -2.25884 -1.62325 -0.49 0.15 0.22
N 1.07789 3.54476 0.18135 0.46 -0.10 0.32
N 2.01119 -2.72964 -0.25715 -0.17 0.34 0.47
N -0.42841 -3.69284 1.09985 -0.42 -0.20 0.23
N 1.99209 -0.71164 1.87205 0.38 1.43 0.42
N -0.30901 -5.74684 -0.25815 0.04 -0.47 0.02
N -1.65671 -5.87244 -0.18215 -0.54 0.58 0.05
N -0.31941 -2.37434 1.38945 -0.33 -0.22 0.97
N 1.67739 -4.03164 -0.11145 0.30 -0.21 0.18
N -0.26781 0.60006 1.59195 0.13 1.54 1.62
C -0.75711 -7.89784 -0.49025 0.16 0.10 0.02
C -0.47481 3.24556 -1.67455 -0.26 -0.09 0.12
C -5.49871 -0.54684 2.54415 -0.03 0.06 0.03
C -3.62701 -1.50094 1.38845 -0.03 -0.04 0.06
C 4.05079 0.12016 3.64465 -0.03 -0.47 -0.24
C 0.24979 -6.97144 -0.45215 0.00 -0.13 -0.03
C 0.47889 2.69256 -0.65065 0.00 -0.76 -0.26
C -1.93121 -7.14884 -0.31305 0.33 -0.03 -0.08
C 1.95019 1.29776 -3.64695 -0.01 -0.45 -0.04
C 3.86909 -3.97334 -0.36175 -0.15 0.02 0.00
C -4.44121 -1.43984 2.50365 0.12 -0.01 0.00
C -2.97581 -0.88494 -0.97215 -0.33 -0.87 -0.52
C -1.49821 1.16776 1.63575 0.34 -0.77 -0.55
C -0.93411 2.74126 3.35145 -0.68 -0.45 -0.56
C 2.43669 2.45406 -3.06165 0.10 0.01 0.09
C 4.19389 -0.08284 -3.03105 -0.48 -0.32 -0.01
C -0.53091 -4.14364 -2.65005 -0.08 0.30 -0.14
C 2.14629 3.68476 -3.62415 0.11 -0.17 -0.05
C 1.92839 0.47756 2.53805 1.43 -1.02 0.01
C -4.87491 0.25276 0.35855 0.09 0.01 -0.04
C -0.24951 -1.98724 -2.91975 -0.15 -0.06 0.15
C 0.85739 2.60886 -5.32705 0.02 0.17 0.07
C -1.54931 5.24326 -0.50785 -0.08 -0.21 0.31
C 1.14739 1.37456 -4.77785 0.08 -0.18 0.16
C -3.56061 -0.11744 -2.17535 0.20 -0.08 0.22
C -0.67711 -2.23164 2.68515 0.08 -0.29 -0.05
C -1.74101 3.82096 -1.02465 0.08 0.23 -0.19
C 5.13219 0.56256 4.58545 0.38 -0.24 0.08
C 0.65709 1.14966 2.45865 -1.67 0.32 -0.35
C 0.87839 4.98216 0.25465 -0.32 0.20 0.05
C -1.26231 3.81136 4.35855 -0.13 0.23 -0.10
C -3.11801 -2.39324 -1.29795 0.06 0.11 0.02
C -1.87281 2.19316 2.46045 0.67 0.62 0.90
C 3.01879 -1.50534 2.21855 -0.08 -0.37 -0.19
C 2.77749 -4.79294 -0.16815 0.15 0.14 0.08
C 1.04729 5.09966 -5.39225 0.02 0.07 -0.07
C -0.55161 5.35896 0.64055 0.11 0.21 -0.28
C -0.83741 -4.36474 2.19155 0.06 0.50 -0.18
C 3.33259 -2.69204 -0.42105 -0.14 -0.04 -0.14
C -5.70241 0.30036 1.47135 -0.07 0.11 0.09
C -3.83861 -0.67084 0.29015 0.18 0.09 -0.02
C -0.54491 -3.15534 -3.61505 0.15 0.05 0.19
C 2.96529 0.92546 3.37065 -0.59 0.01 -0.35
C -1.01421 -3.46654 3.22215 0.11 0.33 -0.16
C 1.35909 3.78166 -4.76765 -0.03 -0.28 0.03
C 4.04419 -1.15564 3.06795 -0.14 0.68 0.36
C 0.33149 2.19506 3.32915 0.34 -0.48 -0.39
C -1.57161 -0.39174 -0.70245 2.28 0.10 -0.09
B 0.16719 -4.33494 -0.17565 -0.03 0.58 -0.23
H 1.70169 3.12386 0.85905 -0.11 0.02 -0.18
H 4.82019 -1.86724 3.29295 0.09 -0.19 0.00
H -0.67111 -8.95444 -0.62065 0.10 -0.28 -0.05
H -2.94301 -7.49834 -0.28395 -0.28 -0.01 0.02
H 4.46789 0.66746 -2.29585 -0.12 0.09 0.06
H -0.73131 2.42976 -2.35405 0.15 0.05 0.05
H -0.18791 -0.97594 -3.28745 -0.10 0.01 0.11
H -2.06521 3.16986 -0.20965 -0.12 -0.05 -0.03
H 0.76099 0.47326 -5.22895 -0.03 -0.13 -0.12
H -0.99451 -5.42074 2.17705 0.02 -0.29 -0.12
H -1.33961 2.74646 5.99485 0.00 0.08 0.02
H -1.34021 -3.67904 4.21825 -0.09 -0.03 0.21
H 1.44809 5.91896 -4.80255 0.01 0.11 -0.01
H 1.30179 -7.11754 -0.56255 0.26 -0.03 -0.05
H -2.55091 -3.03414 -0.62685 -0.05 0.01 0.01
H -0.02881 5.23056 -5.49795 -0.04 0.06 -0.02
H 6.10159 0.54106 4.06185 -0.18 -0.07 0.02
H 1.57259 5.36176 1.00605 0.02 -0.06 -0.13
H 2.93059 1.89406 3.83835 -0.10 0.08 0.06
H -4.58041 -0.44304 -2.36805 -0.08 0.00 -0.04
H -0.73981 -3.26704 -4.66245 -0.04 -0.02 -0.15
H 1.48159 5.14446 -6.39035 0.00 0.10 -0.05
H -5.08421 0.93166 -0.45185 0.04 0.02 -0.17
H -2.96811 -0.32524 -3.06565 0.06 -0.05 -0.05
H -2.88921 2.55216 2.43665 -0.17 -0.01 -0.05
H -2.83651 -2.23174 1.36335 0.05 -0.10 -0.06
H -3.55931 0.96126 -2.01995 -0.01 0.09 0.04
H 4.89489 -4.26064 -0.43665 0.28 -0.09 -0.06
H -1.22441 5.88646 -1.32685 -0.03 0.08 -0.10
H 0.01789 4.02706 -2.25685 -0.01 -0.05 0.02
H -6.16291 -0.52274 3.39405 -0.05 0.03 0.09
H 3.01709 -2.50294 1.81435 -0.05 0.03 -0.05
H -0.72741 -5.19074 -2.73935 -0.02 -0.31 0.06
H -0.53901 6.39466 0.97935 -0.03 0.04 0.12
H -2.22751 0.74066 0.95975 0.13 0.15 0.19
H -2.81001 -2.59204 -2.32185 0.11 -0.04 -0.01
H 3.03099 2.39646 -2.16235 0.11 0.02 0.09
H -2.53181 3.83826 -1.77535 -0.04 -0.10 0.02
H 1.13439 5.44286 -0.70465 0.08 0.03 0.07
H 0.24109 2.67636 -6.20895 -0.11 -0.06 -0.15
H 3.84449 -1.75614 -0.53115 -0.02 0.18 -0.01
H -0.72051 4.72936 4.10495 -0.18 -0.05 -0.09
H 4.48979 0.23136 -4.02805 -0.08 0.03 -0.09
H 4.67209 -1.02834 -2.79935 -0.01 -0.15 0.06
H -0.87241 4.72966 1.47175 0.02 0.03 0.12
H -4.25581 -2.10454 3.33325 -0.01 -0.11 0.10
H 2.73719 -5.85084 -0.03325 -0.03 -0.28 -0.05
H 1.06289 2.55946 4.03375 0.04 -0.02 0.04
H 2.55219 4.58066 -3.17955 0.04 0.14 0.08
H 5.49829 2.08806 5.74075 -0.05 0.00 -0.05
H -1.49801 0.59296 -1.19575 -0.07 0.37 1.11
H 5.18999 -0.16504 5.40975 -0.01 0.04 -0.17
H -2.51421 5.61636 -0.16475 -0.04 0.11 -0.04
H -6.52141 1.00256 1.48745 -0.11 0.07 0.00
H -0.70481 -1.26944 3.17255 0.05 -0.04 -0.19
H -4.16791 -2.67064 -1.20835 -0.02 -0.01 -0.03
H -2.33741 4.02726 4.35425 0.12 0.02 -0.06
```
Positions in Å, forces in eV/Å.

## Properties
spin multiplicity: 2
calculated total energy: -3256.273226 hartree
gap between HOMO and LUMO (spin up / spin down): 6.06 / 5.75 eV
energy above the lowest of the compared OMol25 structures with the same formula, charge and spin: 1.746 eV
charge: +2

5.
The following is a quantum chemistry calculation of a molecular structure, C16H21CuN6OSi at a distorted geometry, from OMol25.

Structure (XYZ):
```
46
Properties=species:S:1:pos:R:3:forces:R:3
Cu -0.17523 -0.09567 -0.18801 0.75 0.30 -0.73
Si 2.76579 0.03293 -1.35176 -0.18 -0.08 -0.19
O -0.14804 -0.50304 1.91432 0.17 -0.10 0.41
N -2.78296 0.87619 -0.33647 -0.28 -0.05 0.02
N -1.91800 0.03583 -0.86977 -0.46 -0.39 -0.03
N -3.94592 0.36954 -0.61630 0.46 -0.02 0.07
N -3.93058 -0.74485 -1.30332 -0.25 -0.03 0.02
N -5.10319 1.01378 -0.27662 -0.39 0.38 -0.29
N 1.71809 -0.03853 0.01696 -0.03 -0.01 0.21
C 2.12679 -0.14866 1.31975 -0.08 0.02 -0.03
C 3.82425 -0.22097 3.07846 0.08 0.00 0.05
C 3.84496 1.58578 -1.43566 -0.09 -0.17 0.06
C -2.38966 -0.89991 2.42763 0.22 -0.11 -0.04
C 1.18162 -0.35858 2.35335 0.13 0.00 0.12
C -3.61164 0.46419 3.98023 -0.07 0.01 0.02
C -1.23462 -0.15993 2.67335 -0.35 0.00 0.09
C 3.46689 -0.08007 1.75030 -0.07 -0.01 -0.02
C 1.53396 -0.53297 3.67601 -0.11 -0.01 -0.08
C -2.46197 1.20408 4.21400 -0.01 0.00 0.01
C 3.86390 -1.50521 -1.46032 -0.07 0.20 0.02
C -2.63135 -0.94719 -1.44399 0.10 0.18 -0.03
C 2.86720 -0.45272 4.05461 0.00 -0.01 0.04
C -3.57125 -0.59031 3.07717 0.01 0.05 0.00
C 1.62707 0.05785 -2.86149 0.21 0.00 0.08
C -1.27242 0.90360 3.56623 0.19 0.04 -0.15
H 0.95346 0.91739 -2.82832 0.02 0.01 0.02
H -4.89292 1.69988 0.43458 0.06 -0.04 0.14
H 3.14560 -0.57987 5.09179 0.00 0.00 -0.01
H -2.32489 -1.72735 1.73051 -0.03 0.00 0.01
H 4.23430 0.08434 1.00468 0.01 0.02 0.06
H 0.77029 -0.74041 4.41360 -0.05 0.01 0.02
H -4.52710 0.70126 4.50651 0.00 0.00 -0.01
H -5.80119 0.34599 0.01552 0.06 -0.16 0.11
H 4.56064 1.64734 -0.61373 0.00 0.00 -0.01
H 4.55164 -1.57524 -0.61507 0.00 -0.01 -0.02
H 3.22423 2.48368 -1.39710 -0.03 -0.01 0.00
H -4.45622 -1.18478 2.88550 0.00 -0.01 0.03
H 4.45821 -1.51625 -2.37734 0.00 0.03 0.00
H -2.21102 -1.78563 -1.96982 0.05 0.02 0.04
H 2.20006 0.11488 -3.79161 -0.01 0.00 0.02
H 4.86928 -0.15417 3.35701 -0.01 0.00 -0.02
H 3.24310 -2.40390 -1.45042 -0.02 0.01 0.00
H -0.38744 1.50213 3.73163 0.04 -0.04 0.03
H 4.41117 1.61034 -2.37031 -0.01 -0.02 -0.01
H 1.01326 -0.84559 -2.90185 0.02 -0.01 0.01
H -2.48769 2.03169 4.91117 0.01 0.00 -0.01
```
Positions in Å, forces in eV/Å.

## Properties
calculated total energy: -2956.035318 hartree
gap between HOMO and LUMO: 7.03 eV

6.
The following is a quantum chemistry calculation of CHN3O2 in the gas phase at a distorted geometry, from OMol25.

Structure (XYZ):
```
7
Properties=species:S:1:pos:R:3:forces:R:3
O 0.96623 0.66668 0.75761 0.08 -0.61 -0.51
O -1.27178 1.29279 0.86457 0.83 -0.12 0.06
N 0.73893 -0.97489 -0.69493 0.46 0.26 0.32
N 1.62692 -0.40681 -0.05197 -0.74 0.68 0.47
N -0.44481 -0.44418 -0.42395 -0.25 0.08 -0.08
C -0.35579 0.62148 0.47522 -0.37 -0.35 -0.37
H -1.25969 -0.75506 -0.92656 -0.01 0.07 0.11
```
Positions in Å, forces in eV/Å.

## Properties
calculated total energy: -353.399607 hartree
gap between HOMO and LUMO: 11.68 eV
energy above the lowest of the compared OMol25 structures with the same formula, charge and spin: 0.913 eV

Which value of calculated total energy does entry 1 give?
-6807.258295 hartree

The highest calculated total energy belongs to which entry?
CHN3O2

Which formula does entry 3 have?
C6H15O2

What is the calculated total energy in the third record?
-388.029766 hartree